The following is a quantum chemistry calculation of C32H58Ge3N4O2S3Si3Y as an isolated structure at a distorted geometry, from the OMol25 dataset.

Computed properties:
<S²>: 0.758
Energy relative to the best compared isomer or geometry (same formula, charge and spin) in kJ/mol: 262.4
Orbital gap (spin up / spin down) in Ha: 0.27597 / 0.15963
DFT total energy in a.u.: -9955.83551
Spin multiplicity: 2

```
106
Properties=species:S:1:pos:R:3:forces:R:3
Y 0.747 0.370 0.252 1.1 1.1 1.1
Ge 1.249 -0.100 3.761 0.2 -0.1 1.8
Ge 0.963 0.034 -2.462 0.1 -0.3 -2.5
Ge -1.245 -1.404 0.953 -1.7 -1.7 0.5
S 4.985 -1.608 1.786 -0.1 0.1 0.0
S 2.283 -2.073 0.610 -1.0 0.2 -0.5
S 2.821 0.396 2.161 -0.2 -0.5 -0.1
Si 1.975 2.116 -3.239 0.6 0.9 -0.2
Si 2.489 -1.732 -3.237 0.5 -0.5 0.0
Si -1.185 -0.213 -3.586 -1.0 -0.2 -0.3
O -0.804 2.206 -0.835 0.4 -0.6 -0.2
O -0.855 1.848 1.339 0.3 -0.6 0.3
N 0.114 5.883 -0.098 1.9 0.4 0.6
N -1.871 4.554 -0.734 0.3 0.2 -0.3
N 1.931 2.482 0.244 0.1 0.9 0.1
N 4.601 6.095 1.022 0.3 0.2 0.1
C -0.893 -3.329 0.318 0.0 0.6 0.1
C -1.411 -1.605 2.977 0.5 0.4 -0.7
C -4.597 -3.956 4.637 -0.1 0.0 -0.1
C 3.718 2.233 -2.450 -0.6 -0.2 -0.1
C -3.545 -2.873 2.774 0.2 0.1 0.1
C 1.087 1.711 4.653 0.1 -0.5 -0.4
C 1.202 5.555 0.166 -1.8 1.1 -0.4
C 2.681 -1.664 -5.143 -0.2 0.2 0.7
C 3.427 -1.235 1.503 0.5 0.6 0.6
C 2.482 -2.680 4.725 -0.1 0.1 -0.1
C -3.073 -0.675 0.311 0.6 -0.2 0.1
C -3.794 0.167 1.353 0.1 0.0 0.0
C 1.810 -3.463 -2.793 0.1 0.7 0.0
C -2.090 3.733 0.460 0.2 -0.7 0.3
C -2.537 -2.755 4.928 0.0 0.0 0.0
C -0.058 2.587 4.171 0.1 0.0 0.0
C 2.230 3.596 0.382 -0.1 -1.7 -0.1
C -1.174 2.487 0.323 -0.6 0.9 0.0
C -2.504 -2.403 3.573 -0.3 -0.2 0.1
C -4.572 -3.641 3.291 -0.1 0.0 0.0
C -0.514 -1.022 3.773 0.8 0.5 -0.3
C 2.210 2.176 -5.144 -0.2 -0.4 0.7
C -3.569 -3.511 5.449 0.0 0.0 0.1
C 3.601 5.590 0.778 0.3 0.3 0.1
C -2.036 -4.323 0.193 0.1 0.1 0.0
C -0.990 -0.328 -5.491 0.3 0.0 0.8
C 1.006 3.727 -2.855 0.2 -0.7 0.1
C -2.420 1.236 -3.312 0.6 -0.4 0.2
C 2.392 4.961 0.469 0.3 -0.2 0.1
C -2.047 -1.819 -2.986 0.5 0.6 -0.1
C 4.222 -1.477 -2.470 -0.7 0.0 -0.1
C 2.331 -1.205 5.064 -0.3 0.3 -0.6
H -5.351 -3.993 2.630 -0.1 0.0 0.0
H -0.444 0.523 -5.885 0.1 0.2 -0.1
H -0.081 3.528 4.719 0.0 0.1 0.1
H 1.863 -1.106 6.044 -0.1 0.2 0.0
H -4.688 0.626 0.930 -0.1 0.1 0.0
H 4.055 3.260 -2.341 0.0 0.3 0.0
H -4.105 -0.441 2.199 0.0 0.1 0.1
H -2.453 -4.558 1.167 -0.1 -0.1 0.0
H -0.165 -3.716 1.032 0.1 0.1 0.0
H 2.707 1.286 -5.511 0.1 -0.2 -0.1
H 0.052 3.745 -3.372 -0.2 -0.1 -0.1
H 0.819 3.798 -1.792 -0.1 0.0 0.2
H 1.860 -3.625 -1.721 0.0 0.0 0.2
H 4.750 -2.423 -2.377 0.0 -0.2 0.0
H 3.222 -2.532 -5.505 0.1 -0.3 0.1
H 0.982 1.522 5.723 0.1 -0.2 0.0
H -0.450 -1.225 -5.773 0.1 -0.2 -0.1
H -2.831 -3.940 -0.444 -0.2 0.0 -0.1
H -1.956 -0.360 -5.985 -0.3 0.0 0.1
H -2.642 1.370 -2.259 0.0 0.0 0.2
H -2.006 2.169 -3.682 0.1 0.2 -0.1
H 2.816 3.032 -5.426 0.1 0.2 0.1
H 0.058 2.810 3.114 -0.1 0.1 0.0
H 1.509 -3.165 4.649 0.0 -0.1 0.0
H -3.143 0.954 1.727 0.0 0.1 0.1
H 3.231 -0.784 -5.457 0.1 0.2 0.0
H -1.955 -1.923 -1.907 0.0 0.0 0.1
H -1.012 2.078 4.304 -0.1 0.1 -0.1
H 1.716 -1.642 -5.636 -0.2 0.0 -0.1
H -3.568 -3.757 6.501 0.0 0.0 0.1
H -1.747 -2.455 5.599 0.1 0.0 0.0
H 4.452 1.715 -3.057 0.1 -0.2 -0.2
H -0.372 -3.252 -0.641 0.0 0.1 0.0
H 3.312 -0.734 5.124 0.0 0.1 0.0
H -3.358 1.057 -3.831 -0.1 -0.2 -0.2
H 4.151 -1.049 -1.472 0.0 0.0 0.1
H -3.119 3.371 0.520 0.0 0.1 0.0
H -3.722 -1.483 -0.032 0.1 -0.1 -0.1
H -0.647 -1.102 4.851 0.0 -0.1 0.2
H -1.599 -2.697 -3.440 0.2 -0.2 -0.1
H -1.497 3.895 -1.443 -0.3 0.3 0.0
H 1.561 4.611 -3.153 0.3 0.1 -0.2
H -5.401 -4.549 5.045 -0.1 -0.1 0.1
H 0.777 -3.583 -3.106 -0.2 0.0 -0.1
H -1.845 4.281 1.373 0.0 -0.1 -0.1
H -0.962 5.338 -0.486 -1.3 -0.6 -0.5
H 1.260 2.261 -5.662 -0.2 0.0 -0.1
H 2.392 -4.245 -3.271 0.2 -0.1 -0.2
H -2.701 5.035 -1.070 0.1 -0.1 0.0
H -3.104 -1.829 -3.232 -0.2 0.1 -0.1
H -1.671 -5.250 -0.248 0.0 -0.1 -0.1
H 3.004 -2.812 3.780 0.0 -0.1 -0.1
H 3.062 -3.182 5.497 0.0 -0.1 0.1
H 4.836 -0.812 -3.072 0.0 0.1 -0.2
H 2.039 2.224 4.503 0.1 -0.1 0.1
H -2.862 -0.061 -0.568 0.0 -0.1 0.0
H -3.538 -2.637 1.725 -0.1 0.0 -0.1
H 3.733 1.780 -1.461 0.0 0.0 0.0
```
Forces are in eV/Å.